one | The following is a DFT calculation (ωB97M-V with the def2-TZVPD basis set) of a cluster of 7 separate species, C28H42O21 in total.

Atoms and positions in Å:
C1 4.307 1.091 -4.408
H1 1.662 0.151 -0.292
C2 -2.225 -3.687 -0.748
O1 2.222 -0.709 1.466
C3 1.819 4.692 -0.097
O2 -5.382 0.417 1.134
H2 0.817 -1.388 0.077
H3 -0.142 4.574 3.031
O3 0.098 1.248 -2.585
C4 -3.344 -4.267 -1.594
H4 0.541 -3.582 5.000
C5 -0.262 1.615 0.586
C6 -3.062 -5.579 0.217
H5 4.463 2.265 -1.788
O4 1.464 4.266 -1.152
H6 -0.189 -3.046 -0.786
H7 2.067 -2.570 5.000
H8 -1.481 1.438 -5.320
O5 1.520 -3.734 2.547
C7 1.224 -0.468 0.489
O6 1.046 5.445 0.731
H9 -6.220 3.386 2.464
H10 1.616 6.420 2.462
O7 -1.937 -4.853 0.066
H11 1.966 -4.125 5.817
C8 1.958 -0.016 2.583
H12 4.736 2.089 -4.288
C9 1.629 -3.561 4.937
O8 7.106 -0.754 -4.161
C10 0.291 0.073 -3.179
H13 -1.085 -2.428 -2.121
O9 5.227 0.184 -5.001
O10 0.825 0.694 2.437
H14 -0.751 -0.299 1.580
H15 0.552 -5.851 4.199
H16 2.164 -6.510 3.968
O11 2.622 -0.003 3.573
H17 1.399 4.498 3.943
C11 -0.784 2.068 -3.337
O12 -3.417 1.287 0.585
H18 -0.201 2.786 -3.925
C12 -5.628 1.836 1.135
H19 -0.822 2.228 1.287
H20 -4.092 -3.560 -1.942
C13 2.067 -4.338 3.717
C14 3.741 1.464 -1.945
H21 3.668 0.935 -0.990
H22 0.666 2.045 0.221
C15 -2.800 0.598 -3.805
H23 -6.300 1.997 0.290
H24 -7.162 1.917 2.671
C16 1.307 -4.694 1.612
H25 3.361 1.182 -4.935
O13 1.206 -4.504 0.446
H26 1.182 3.422 2.622
H27 3.849 5.724 1.849
H28 2.752 1.895 -2.117
O14 -0.518 -0.029 -4.266
H29 -2.614 -2.875 -0.130
H30 -2.945 -4.875 -2.409
C17 -0.978 -3.317 -1.487
O15 5.506 0.067 -2.789
H31 -4.312 2.977 -0.201
H32 3.281 4.111 2.439
C18 1.468 -5.752 3.609
O16 -3.627 -0.944 0.743
C19 -6.166 2.294 2.450
C20 0.091 0.286 1.220
C21 6.061 -0.221 -4.002
H33 -0.940 1.433 -0.252
O17 2.994 4.403 0.474
C22 0.933 4.434 2.958
C23 -4.102 0.144 0.811
C24 -4.253 2.421 0.735
H34 -3.831 3.102 1.476
H35 -1.371 2.666 -2.646
H36 3.155 -4.451 3.693
H37 3.478 -0.378 -3.001
H38 -3.169 -0.281 -4.328
C25 -1.451 1.063 -4.302
C26 4.142 0.486 -3.027
O18 -3.221 -6.453 1.001
C27 3.076 4.965 1.796
O19 1.032 -0.782 -2.822
O20 -4.003 -5.162 -0.680
H39 -0.622 -4.068 -2.191
C28 1.622 5.416 2.038
H40 -3.548 1.392 -3.898
H41 -2.774 0.407 -2.727
H42 -5.500 2.023 3.272
O21 1.251 -5.906 2.215

Results
SMILES string   C[C@H]1COC(=O)O1.C[C@H]1COC(=O)O1.C[C@H]1COC(=O)O1.C[C@H]1COC(=O)O1.C[C@H]1COC(=O)O1.C[C@H]1COC(=O)O1.C[C@H]1COC(=O)O1

Need the Löwdin charges? In units of e they are:
1. C -0.103
2. H 0.105
3. C -0.298
4. O 0.080
5. C -0.575
6. O 0.093
7. H 0.116
8. H 0.088
9. O 0.040
10. C -0.088
11. H 0.091
12. C -0.018
13. C -0.566
14. H 0.094
15. O 0.142
16. H 0.052
17. H 0.079
18. H 0.151
19. O 0.077
20. C -0.073
21. O 0.084
22. H 0.093
23. H 0.149
24. O 0.081
25. H 0.092
26. C -0.582
27. H 0.139
28. C -0.019
29. O 0.171
30. C -0.570
31. H 0.077
32. O 0.065
33. O 0.049
34. H 0.151
35. H 0.134
36. H 0.133
37. O 0.141
38. H 0.098
39. C -0.078
40. O 0.041
41. H 0.136
42. C -0.305
43. H 0.083
44. H 0.134
45. C -0.322
46. C -0.017
47. H 0.082
48. H 0.081
49. C -0.020
50. H 0.152
51. H 0.090
52. C -0.536
53. H 0.135
54. O 0.167
55. H 0.076
56. H 0.133
57. H 0.073
58. O 0.081
59. H 0.130
60. H 0.137
61. C -0.018
62. O 0.080
63. H 0.131
64. H 0.131
65. C -0.098
66. O 0.161
67. C -0.024
68. C -0.226
69. C -0.552
70. H 0.071
71. O 0.066
72. C -0.019
73. C -0.550
74. C -0.086
75. H 0.133
76. H 0.135
77. H 0.157
78. H 0.142
79. H 0.089
80. C -0.290
81. C -0.313
82. O 0.164
83. C -0.063
84. O 0.161
85. O 0.051
86. H 0.103
87. C -0.313
88. H 0.089
89. H 0.085
90. H 0.099
91. O 0.077

---

two | The following is a DFT calculation (ωB97M-V with the def2-TZVPD basis set) of a structure of composition C28H42O21.

Atoms and positions in Å:
H1 3.354 -1.896 1.112
H2 4.267 2.579 -5.792
C1 0.372 1.338 -2.084
O1 0.498 -0.798 1.128
C2 2.183 5.174 -5.483
C3 0.714 -1.171 2.312
H3 -2.628 -1.106 0.700
O2 3.413 -3.273 -1.345
H4 1.192 1.068 0.353
H5 1.143 0.042 4.700
H6 -3.880 0.177 -4.789
C4 0.017 -0.398 -0.615
H7 3.814 -1.465 -1.979
H8 -1.485 0.491 1.334
C5 -1.184 -2.629 0.698
O3 4.113 -5.491 -1.321
H9 -4.630 2.562 3.472
H10 1.156 2.486 -5.503
H11 2.310 -1.234 -0.095
O4 -2.875 -0.098 -2.031
H12 -3.377 1.505 5.130
C6 -1.489 2.172 4.112
C7 -3.476 -0.202 2.950
H13 -3.051 3.012 -2.617
C8 0.144 1.005 0.062
H14 -3.516 1.848 -4.750
H15 3.572 -0.282 0.547
H16 -0.798 1.732 4.832
H17 -4.692 1.433 -3.660
C9 5.498 -2.245 -0.816
O5 -3.648 -1.335 2.676
C10 -2.411 2.165 -2.369
H18 -1.546 3.240 4.325
H19 -1.370 2.447 -2.530
O6 2.341 4.035 -6.176
H20 -1.292 -0.296 5.281
C11 -3.794 1.953 3.130
C12 -2.074 -1.647 1.467
C13 -3.786 1.016 -4.100
H21 -1.110 -2.142 4.942
H22 3.441 1.337 -4.906
H23 -1.441 2.171 0.931
O7 -2.631 0.176 3.844
C14 -2.983 0.429 -0.846
C15 -2.640 0.870 -3.101
O8 0.132 0.012 -1.947
O9 2.096 6.340 -5.902
H24 -3.330 2.638 2.420
O10 -1.999 -3.527 0.061
H25 -0.940 -0.897 -0.466
H26 2.485 -2.141 4.590
H27 -1.111 1.914 3.122
H28 -0.240 -3.411 2.680
C16 -0.243 -3.456 1.591
C17 4.020 -1.969 -1.035
O11 0.035 1.891 -0.991
H29 1.038 -2.999 4.310
O12 5.487 -3.599 -0.964
H30 -0.672 -1.888 0.084
O13 0.781 1.758 -3.172
H31 0.801 -3.381 1.286
O14 -0.569 -4.798 1.228
O15 1.699 -1.737 2.736
C18 -1.544 -4.686 0.221
H32 -0.560 -1.468 6.311
H33 -2.663 -2.082 2.274
H34 3.128 1.427 -6.680
O16 1.853 4.792 -4.237
H35 5.901 -1.983 0.162
H36 -0.326 1.682 2.002
C19 3.357 -1.294 0.203
H37 0.965 -0.906 -0.436
H38 5.975 -1.898 -1.732
C20 2.163 2.887 -5.394
O17 -2.695 1.794 -1.032
C21 -0.676 -1.195 5.262
C22 3.350 1.990 -5.774
C23 -2.789 1.541 4.213
O18 -1.965 -5.715 -0.326
H39 1.355 2.816 -3.508
C24 0.599 -0.876 4.480
O19 -0.026 -0.740 3.308
O20 -4.245 0.786 2.581
C25 1.514 -2.040 4.106
C26 2.095 3.424 -4.028
H40 -1.616 -0.918 2.136
C27 -0.801 1.305 1.096
H41 2.966 3.450 -3.373
H42 -1.649 0.776 -3.546
C28 4.334 -4.257 -1.281
O21 -3.205 -0.113 0.232

Need the Löwdin charges? In units of e they are:
1. H 0.086
2. H 0.094
3. C -0.510
4. O -0.083
5. C -0.508
6. C -0.573
7. H -0.026
8. O 0.075
9. H 0.172
10. H 0.169
11. H 0.090
12. C -0.158
13. H 0.152
14. H 0.079
15. C -0.271
16. O 0.111
17. H 0.141
18. H 0.156
19. H 0.042
20. O 0.147
21. H 0.168
22. C -0.010
23. C -0.634
24. H 0.147
25. C -0.265
26. H 0.090
27. H 0.100
28. H 0.089
29. H 0.097
30. C -0.129
31. O 0.143
32. C -0.100
33. H 0.114
34. H 0.112
35. O 0.075
36. H 0.071
37. C -0.107
38. C -0.043
39. C -0.002
40. H 0.109
41. H 0.075
42. H 0.115
43. O 0.063
44. C -0.418
45. C -0.253
46. O 0.103
47. O 0.093
48. H 0.131
49. O 0.194
50. H 0.119
51. H 0.150
52. H 0.044
53. H 0.124
54. C -0.068
55. C -0.242
56. O 0.146
57. H 0.141
58. O 0.037
59. H 0.081
60. O 0.130
61. H 0.135
62. O 0.065
63. O 0.143
64. C -0.540
65. H 0.088
66. H 0.058
67. H 0.084
68. O 0.069
69. H 0.144
70. H 0.080
71. C 0.005
72. H 0.115
73. H 0.140
74. C -0.337
75. O 0.041
76. C 0.015
77. C 0.006
78. C -0.286
79. O 0.103
80. H -0.034
81. C -0.293
82. O 0.049
83. O 0.134
84. C -0.014
85. C -0.155
86. H 0.078
87. C -0.018
88. H 0.143
89. H 0.144
90. C -0.463
91. O 0.127

---

Energetically preferred structure: one | next structure: +0.6697 hartree

---

one | The following is a DFT calculation (ωB97M-V with the def2-TZVPD basis set) of a cluster of 2 separate species, C2H7N2O in total.

Atoms and positions in Å:
N1 1.122 -0.488 0.014
H1 2.925 0.158 -0.705
C1 2.145 0.457 0.011
H2 -2.564 -0.606 -0.436
C2 -1.710 -0.951 0.177
H3 -0.746 0.827 0.485
H4 -1.445 -1.930 -0.231
H5 2.618 0.413 1.006
H6 1.791 1.470 -0.165
N2 -0.753 -0.001 -0.104
O1 1.231 -1.644 -0.168
H7 -2.039 -1.012 1.221

Results
Charge   +1

Need the Löwdin charges? In units of e they are:
1. N -0.083
2. H 0.138
3. C 0.023
4. H 0.143
5. C -0.125
6. H 0.109
7. H 0.109
8. H 0.146
9. H 0.119
10. N 0.104
11. O 0.211
12. H 0.105

---

two | The following is a DFT calculation (ωB97M-V with the def2-TZVPD basis set) of a structure of composition C2H7N2O.

Atoms and positions in Å:
O1 -2.673 0.797 0.055
H1 -0.951 0.326 0.103
H2 2.749 -1.118 -0.325
C1 1.427 0.630 0.159
N1 1.809 -0.808 0.129
C2 0.531 -1.090 -0.153
H3 1.544 1.184 1.064
H4 1.625 1.155 -0.766
H5 -3.234 0.579 0.887
H6 0.185 -2.138 -0.471
N2 0.040 0.121 0.014
H7 -3.051 0.361 -0.694

Results
Charge   +1

Need the Löwdin charges? In units of e they are:
1. O -0.059
2. H 0.093
3. H 0.215
4. C -0.040
5. N 0.087
6. C -0.073
7. H 0.135
8. H 0.146
9. H 0.133
10. H 0.194
11. N 0.125
12. H 0.045

---

three | The following is a DFT calculation (ωB97M-V with the def2-TZVPD basis set) of a cluster of 2 separate species, C2H7N2O in total.

Atoms and positions in Å:
C1 -0.397 0.411 -1.436
H1 0.728 -1.234 0.421
N1 0.599 -1.431 1.433
H2 -0.151 2.346 -2.007
H3 0.898 0.490 1.991
C2 0.472 -0.459 2.235
H4 -0.093 -0.575 3.156
N2 -0.548 1.447 -2.249
O1 0.433 0.365 -0.531
H5 -0.967 -0.494 -1.680
H6 -1.239 1.499 -2.976
H7 0.266 -2.366 1.642

Results
Charge   +1

Need the Löwdin charges? In units of e they are:
1. C -0.371
2. H 0.124
3. N 0.187
4. H 0.129
5. H 0.112
6. C 0.156
7. H 0.129
8. N 0.166
9. O -0.049
10. H 0.140
11. H 0.118
12. H 0.157

---

Energetically preferred structure: three | next structure: +0.0440 hartree

---

one | The following is a DFT calculation (ωB97M-V with the def2-TZVPD basis set) of the ion C4H8NOS with charge +1.

Atoms and positions in Å:
C1 -0.846 -0.590 -0.860
H1 -0.172 -0.620 -1.729
H2 1.402 -1.937 -0.233
H3 -1.720 2.195 0.688
C2 1.385 -0.981 0.304
S1 2.339 0.205 -0.671
C3 -0.376 0.585 1.087
N1 -1.570 0.655 -0.804
C4 -1.275 1.269 0.378
O1 -0.069 -0.656 0.395
H4 -1.509 -1.465 -0.860
H5 0.121 0.727 2.020
H6 2.917 0.848 0.339
H7 -2.366 0.868 -1.374
H8 1.741 -1.104 1.321

Results
Charge   +1

Need the Löwdin charges? In units of e they are:
1. C -0.066
2. H 0.136
3. H 0.106
4. H 0.149
5. C -0.411
6. S 0.844
7. C -0.028
8. N 0.052
9. C -0.056
10. O -0.183
11. H 0.161
12. H 0.134
13. H -0.112
14. H 0.162
15. H 0.111

---

two | The following is a DFT calculation (ωB97M-V with the def2-TZVPD basis set) of a cluster of 2 separate species, C4H8NOS in total.

Atoms and positions in Å:
H1 -3.026 0.282 1.189
H2 1.043 -1.257 0.964
H3 -1.484 0.340 0.331
H4 0.058 -1.927 -1.760
O1 1.024 0.493 -1.964
H5 2.271 1.598 0.747
C1 -2.057 0.760 1.148
H6 -2.192 1.820 0.988
C2 1.230 0.112 -0.633
N1 0.256 -2.051 -0.770
H7 -0.016 -2.921 -0.335
S1 1.734 1.978 -1.718
H8 -1.537 0.599 2.084
C3 1.855 1.272 -0.182
C4 0.839 -1.097 -0.089

Results
Charge   +1

Need the Löwdin charges? In units of e they are:
1. H 0.026
2. H 0.169
3. H -0.017
4. H 0.153
5. O -0.336
6. H 0.100
7. C -0.026
8. H 0.026
9. C -0.432
10. N 0.224
11. H 0.151
12. S 1.180
13. H 0.022
14. C -0.213
15. C -0.026

---

Energetically preferred structure: two | next structure: +0.0198 hartree

---

one | The following is a DFT calculation (ωB97M-V with the def2-TZVPD basis set) of the molecule CH3NO2.

Atoms and positions in Å:
N1 1.714 0.432 -0.148
O1 2.486 -0.760 -0.002
H1 0.050 -0.883 -0.374
H2 -0.225 0.862 -0.701
O2 1.662 1.894 -0.314
H3 -0.032 0.307 0.948
C1 0.299 0.132 -0.081

Results
SMILES string   C[N+](=O)[O-]

Need the Löwdin charges? In units of e they are:
1. N -0.174
2. O -0.007
3. H 0.092
4. H 0.094
5. O -0.048
6. H 0.109
7. C -0.066

---

two | The following is a DFT calculation (ωB97M-V with the def2-TZVPD basis set) of the molecule CH3NO2.

Atoms and positions in Å:
N1 -16.974 20.617 18.138
H1 -17.549 19.084 16.720
H2 -16.110 19.602 16.574
O1 -15.990 21.257 18.634
O2 -18.054 20.517 18.700
H3 -17.443 20.868 16.141
C1 -17.076 20.064 16.779

Results
SMILES string   C[N+](=O)[O-]

Need the Löwdin charges? In units of e they are:
1. N -0.409
2. H 0.099
3. H 0.093
4. O 0.034
5. O 0.054
6. H 0.112
7. C 0.018

---

Energetically preferred structure: two | next structure: +0.1029 hartree